[1]
Entry from OMol25: 14 unconnected molecules or ions with the total composition C5H38NO14 in a non-equilibrium geometry (ωB97M-V/def2-TZVPD).

The HOMO energy is -12.3224 eV. As for the net charge: +1. The calculation puts the electronic energy at -35950.129 eV. Its LUMO energy is -2.476 eV. The energy above the lowest of the compared OMol25 structures with the same formula, charge and spin comes out at 114.2 kcal per mole.

Each line ends with the Löwdin charge.
Cartesian coordinates (Å):
C 0.3536 -1.8658 0.6564  -0.031
C -0.7065 -0.8592 0.2349  -0.249
C -0.0212 0.4853 -0.1838  -0.091
C -0.9956 1.6684 0.2794  -0.096
C -2.1119 1.9896 -0.6866  -0.209
O -2.8341 1.0829 -1.0688  0.006
N -1.4820 -1.3726 -1.0722  0.201
H 1.0219 -1.3532 1.3644  0.096
H 0.9260 -2.3478 -0.0388  0.042
H 0.0089 -2.5222 1.4931  0.063
H -1.5013 -0.6706 0.9880  0.111
H -0.0013 0.3891 -1.2878  0.075
H 1.0303 0.5430 0.0498  0.087
H -0.3677 2.6090 0.4153  0.118
H -1.5003 1.4083 1.1657  0.057
H -2.4396 3.0178 -0.9039  0.133
H -0.9290 -1.9856 -1.7438  0.151
H -1.8288 -0.5585 -1.6315  0.077
H -2.3382 -1.8384 -0.7214  0.126
H -1.1404 1.1508 4.5725  0.063
H -1.0378 0.2447 3.3100  0.031
O -1.4401 1.0606 3.6657  -0.052
H 3.3001 -2.9644 -1.2946  0.036
H 2.5160 -2.0035 -2.1927  -0.016
O 3.4233 -2.2792 -1.9479  -0.066
H 2.6802 2.3148 -1.4730  0.018
H 3.6471 2.1983 -2.6849  0.097
O 2.8791 1.7680 -2.2767  -0.054
H 4.6585 1.3930 1.3266  0.130
H 3.2679 2.1520 1.7320  0.061
O 4.1182 2.2839 1.2687  -0.087
H 2.0083 3.9763 -0.0096  0.087
H 2.9833 2.7677 0.2810  0.022
O 2.0553 3.0062 -0.0926  -0.094
H -0.8411 -2.3025 4.4473  0.051
H 0.2160 -1.2073 4.9013  0.051
O -0.3142 -1.5473 4.1882  -0.032
H -2.0683 0.9999 -3.5706  0.120
H -0.6623 1.0565 -2.7838  -0.008
O -1.4776 0.5432 -2.9109  -0.108
H 0.8148 -0.8483 -2.9329  0.066
H 1.0965 -2.2122 -3.6499  0.108
O 0.9284 -1.8068 -2.7743  -0.045
H 0.6563 2.5014 -4.2451  0.044
H 1.4727 1.8366 -2.8855  -0.006
O 0.6845 1.9395 -3.4941  -0.069
H 3.9442 -1.0393 -0.1139  0.053
H 3.9564 -0.0907 -1.2054  0.016
O 3.6738 -0.1068 -0.2894  -0.088
H -4.3169 0.8233 2.2398  0.060
H -2.9632 0.7491 2.9018  -0.025
O -3.4945 0.3247 2.2378  -0.049
H -4.7914 -1.4288 0.9690  0.049
H -3.5636 -2.2815 0.8121  -0.040
O -4.4271 -2.1319 0.3760  -0.082
H -1.5352 -3.2366 1.9420  0.072
H -2.9301 -2.8362 2.4972  0.085
O -2.2598 -2.5867 1.8502  -0.064

---

[2]
Entry from OMol25: 14 unconnected molecules or ions with the total composition C5H39N2O14 in a non-equilibrium geometry (ωB97M-V/def2-TZVPD).

The HOMO energy is -6.8002 eV. As for the net charge: -1. The calculation puts the electronic energy at -37464.792 eV. Its LUMO energy is 1.959 eV. The energy above the lowest of the compared OMol25 structures with the same formula, charge and spin comes out at 71.0 kcal per mole.

Each line ends with the Löwdin charge.
Cartesian coordinates (Å):
N 0.2905 -0.8249 -0.1346  0.068
C 1.4068 -0.8867 0.7833  -0.391
C 2.0188 -2.2928 0.6400  -0.136
C 2.2462 -2.8525 -0.8076  -0.229
O 1.2691 -3.8509 -1.1324  -0.085
C 1.2105 -0.7332 2.2811  -0.199
N 0.5740 0.5689 2.7298  -0.089
C 1.5503 1.7082 2.6956  -0.128
H -0.2217 0.0368 -0.3249  0.055
H 0.6666 -0.9638 -1.0669  0.040
H 2.1680 -0.1564 0.4686  0.130
H 1.3852 -3.0794 1.0519  0.112
H 3.0004 -2.3480 1.1134  0.105
H 3.1925 -3.3783 -0.7900  0.108
H 2.0884 -2.0898 -1.5789  0.075
H 0.4468 -1.3933 2.7005  0.105
H 2.1723 -0.7907 2.7849  0.107
H -0.0254 0.7469 1.9416  0.067
H 1.5300 2.0564 1.6587  0.037
H 2.5822 1.3484 2.7619  0.072
H 1.2661 2.3817 3.4928  0.070
H -0.3379 5.6079 2.8928  0.015
H -1.0176 5.0510 1.6426  -0.022
O -1.1524 5.6585 2.3876  -0.085
H -3.3348 0.5839 0.4652  0.029
H -2.5764 1.6471 -0.2480  -0.023
O -3.4222 1.5339 0.3197  -0.128
H 3.7602 3.7984 0.2420  0.028
H 3.1226 3.5538 1.5660  -0.002
O 3.6778 4.1948 1.1155  -0.052
H 1.5997 2.7274 -1.0281  0.040
H 0.3105 2.0517 -0.6486  -0.014
O 1.2839 1.9236 -0.6081  -0.088
H -1.8703 -1.9824 -5.6103  0.013
H 0.4208 -3.4088 -1.2588  0.058
O -2.3217 -2.2294 -4.7990  -0.088
H -2.2993 -3.2055 -1.5144  0.016
H -1.6809 -4.3293 -0.6921  0.004
O -2.2499 -4.1629 -1.4451  -0.065
H -1.8925 4.3573 -0.4602  0.057
H -1.1002 3.2510 -0.1332  0.010
O -1.0400 4.2374 -0.0159  -0.088
H -1.5080 -2.9932 1.7935  0.030
H -1.1054 -1.9146 0.6338  -0.011
O -1.7395 -2.5792 0.9635  -0.074
H 2.2291 -3.8140 3.9495  0.026
H 1.7098 -2.6841 4.9149  0.027
O 1.5662 -3.5774 4.6002  -0.058
H 2.0910 -0.0144 -2.9709  0.061
H 1.1811 -1.0082 -3.8881  0.065
O 1.4706 -0.7410 -3.0147  -0.038
H -0.7323 -0.0354 -2.9095  0.015
H -1.9642 0.0915 -2.1637  0.026
O -1.6523 -0.3208 -2.9936  -0.078
H -5.0232 0.4677 -2.1978  0.016
H -4.7591 1.3950 -0.9939  -0.015
O -5.3445 1.2614 -1.7658  -0.090
H -1.9805 -1.5959 -4.1342  -0.028
H -1.7584 2.2356 -2.0034  -0.002
O -1.3773 1.7615 -1.2579  -0.382

---

[3]
Entry from OMol25: 16 unconnected molecules or ions with the total composition C5H39NO15 in a non-equilibrium geometry (ωB97M-V/def2-TZVPD).

The HOMO energy is -9.5126 eV. As for the net charge: 0. The calculation puts the electronic energy at -38021.671 eV. Its LUMO energy is 0.080 eV. The energy above the lowest of the compared OMol25 structures with the same formula, charge and spin comes out at 68.9 kcal per mole.

Each line ends with the Löwdin charge.
Cartesian coordinates (Å):
C -2.5610 0.6531 -1.2945  -0.074
N 0.0296 -0.3190 -0.3711  0.229
C -0.6506 0.7832 0.3111  -0.243
C -1.8407 1.2031 -0.1215  -0.068
C 1.3196 1.8854 1.3537  0.029
C 0.1196 1.3442 1.4528  -0.117
H -3.1073 -0.2638 -1.0346  0.077
H -1.9275 0.4042 -2.1418  0.048
H -3.3341 1.3353 -1.6504  0.082
H -0.3294 -0.4754 -1.3449  0.093
H -0.1601 -1.1555 0.1842  0.110
H -2.3587 1.9794 0.4273  0.120
H 1.8491 2.0439 0.4181  0.059
H 1.9003 2.2636 2.1866  0.082
H -0.3249 1.2451 2.4355  0.102
H 0.3169 0.6164 -3.7307  0.067
H 1.0627 -0.1596 -0.3940  0.116
O 0.7617 0.7621 -2.8933  -0.096
H 2.3559 -1.9136 -2.9980  0.061
H 1.2084 -0.1449 -2.7019  0.012
O 1.7883 -1.5754 -2.2882  -0.360
H 0.4928 -3.9933 -0.6234  0.081
H 0.8284 -2.6783 -1.3973  0.005
O 0.1592 -3.1114 -0.8131  -0.086
H 0.0270 4.2483 -2.0643  0.087
H 0.0445 2.8109 -1.5088  0.049
O 0.3168 3.7242 -1.3085  -0.048
H -3.9765 1.4399 4.1865  0.059
H -2.6607 2.0245 3.7138  0.068
O -3.0570 1.2116 4.0683  -0.034
H 3.0677 0.0175 0.9715  -0.020
H 2.1549 -0.6838 1.9737  -0.014
O 3.0243 -0.2484 1.9109  -0.096
H 0.1274 -1.6693 -2.8830  -0.005
H -1.2538 -2.3093 -2.5809  0.071
O -0.8379 -1.4912 -2.9099  -0.091
H 2.0962 1.9359 -2.6722  0.005
H 2.1644 3.2171 -1.7637  0.026
O 2.7197 2.5647 -2.2423  -0.089
H 1.5501 -2.3526 1.0466  0.027
H 1.0272 -2.5002 2.5069  0.079
O 0.9138 -1.9599 1.7228  -0.094
H -0.9604 -3.2589 0.6359  -0.003
H -1.6803 -3.3029 2.0362  0.034
O -1.6701 -3.6973 1.1504  -0.067
H -0.4066 5.5921 1.1823  0.032
H -0.4786 4.4109 0.1794  -0.008
O -0.9855 4.8694 0.9013  -0.103
H 2.6917 -0.4478 -1.4803  -0.001
H 3.0833 1.0646 -1.2700  0.039
O 2.9923 0.2010 -0.7917  -0.112
H 3.5398 -2.0818 0.2809  0.068
H 2.5856 -2.1780 -0.8537  0.013
O 2.8062 -2.6587 -0.0044  -0.075
H -3.1434 -2.6943 0.6171  -0.002
H -3.3376 -1.6160 1.6904  0.000
O -3.6377 -1.8715 0.7823  -0.105
H -1.4211 -1.2397 3.0235  0.026
H -2.6748 -0.4595 3.5434  0.020
O -2.3489 -1.3405 3.2392  -0.064

---

Question: Look up the electronic energy of the second one.
Answer: -37464.792 eV

---

Question: Which formula does entry 3 have?
Answer: C5H39NO15

---

Question: The lowest electronic energy belongs to which entry?
Answer: C5H39NO15